[1]
53
Properties=species:S:1:pos:R:3:forces:R:3 method="wB97M-V/def2-TZVPD" energy_ha=-1706.11104 total_charge=0 multiplicity=1 relative_energy_kcal_mol=176.85 homo_lumo_gap_ha=0.28904 e_homo_ha=-0.2881 e_lumo_ev=0.02
C 0.957785 3.077386 2.324963 -0.842 0.678 0.071
C 0.478550 2.276482 3.639253 0.577 0.025 0.231
C 1.293186 0.876505 3.804107 0.266 1.026 0.846
O 1.637550 0.258376 2.542145 -1.070 -0.126 0.419
C 0.483215 -0.381335 1.917523 0.397 0.357 -0.974
C 0.281018 0.211264 0.422468 -1.049 1.115 -2.418
C -1.053803 0.965205 0.073890 1.866 0.247 -2.489
C -2.267746 1.145513 1.113725 0.118 -1.713 -0.047
C -3.181328 -0.182657 0.923171 -2.412 0.233 -1.773
O -4.161898 -0.255678 0.150646 3.784 0.380 2.722
O -2.750896 -1.324811 1.680703 -0.551 0.596 -1.904
C -3.234689 -2.553040 1.114711 -3.879 -2.546 -0.669
C -2.186423 -3.439327 0.252580 -0.152 0.546 1.706
O -4.416756 -2.950418 1.284333 5.234 2.078 -0.314
C -1.305497 1.574169 -1.355754 2.731 -1.258 0.319
C -2.672045 2.315384 -1.758006 1.126 -0.254 -0.595
C -2.724088 3.836439 -1.243703 -0.229 -0.828 -0.267
F -1.361920 4.351173 -1.158950 -2.494 -0.636 -0.044
C -0.213306 1.467608 -2.450014 0.293 -1.721 3.868
C 1.089579 0.714502 -2.097110 -1.157 -0.588 2.079
C 1.381246 0.055058 -0.695102 -3.586 1.895 0.030
N 2.630527 -0.689436 -0.409917 -1.741 -0.763 -2.434
C 2.934983 -1.680339 -1.473206 1.127 -3.380 -2.984
C 3.286614 -3.186183 -1.169360 -0.398 1.465 -3.068
C 3.588189 -4.200708 -2.331358 -0.463 2.856 -1.176
C 3.601049 -3.786537 -3.839076 -1.090 3.101 3.420
C 3.252287 -2.296927 -4.144210 0.026 -1.526 2.911
C 2.932626 -1.305096 -3.005832 0.143 -2.041 1.447
S 2.460406 0.473173 -3.347396 -0.807 -1.273 1.192
H 1.085078 4.208059 2.542707 -0.294 -1.876 -0.175
H 1.961819 2.717696 1.923823 -1.557 0.227 0.451
H 0.116501 3.005960 1.538527 1.695 0.015 0.919
H -0.645020 2.058952 3.676712 1.512 0.496 -0.320
H 0.695555 2.974478 4.535934 -0.318 -1.484 -1.171
H 2.275999 1.163453 4.343171 -1.435 -0.807 -1.075
H 0.727354 0.110089 4.451347 0.751 1.230 -0.806
H -0.412409 -0.175970 2.594034 0.977 -0.605 -1.327
H 0.710139 -1.516251 1.851404 -0.551 1.717 0.152
H -1.945254 1.153834 2.207082 -0.227 0.130 -1.587
H -2.906846 2.069685 0.901324 0.984 -1.567 0.181
H -1.146005 -3.132516 0.632888 -1.420 -0.582 -0.986
H -2.407167 -4.529877 0.549067 0.355 1.769 -0.577
H -2.319149 -3.306791 -0.872324 0.160 0.073 1.673
H -2.721712 2.363710 -2.914355 0.202 -0.298 1.902
H -3.538805 1.658241 -1.409601 0.983 1.227 -0.321
H -3.339871 4.457447 -1.997550 1.270 -0.762 1.299
H -3.251061 3.855189 -0.229624 1.153 0.417 -1.209
H -0.414179 1.940551 -3.479153 0.606 -0.988 1.815
H 2.596451 -1.137427 0.519919 0.049 0.446 -0.736
H 3.273813 -3.496621 -0.064907 0.115 0.251 -1.964
H 3.811937 -5.304210 -2.118908 -0.387 1.963 -0.021
H 3.810339 -4.521577 -4.698236 -0.349 1.298 1.705
H 3.224079 -1.981849 -5.248507 -0.043 -0.238 2.072

---

[2]
51
Properties=species:S:1:pos:R:3:forces:R:3 method="wB97M-V/def2-TZVPD" energy_ha=-2376.25505 total_charge=-2 multiplicity=5 relative_energy_kcal_mol=0.09 homo_lumo_gap_ha="0.05287 / 0.23323" e_homo_ha="0.1222 / -0.0577" e_lumo_ev="4.76 / 4.78"
C 2.164964 -3.786326 -2.277748 0.901 -1.624 1.237
C 1.006975 -4.566290 -1.893585 1.015 -0.551 -0.056
C 0.577168 -4.101715 -0.594461 1.277 0.189 0.488
C 1.451491 -3.027744 -0.184846 1.315 -1.892 0.598
C 2.440126 -2.840852 -1.216294 0.039 -1.682 0.931
Fe 0.571418 -2.597998 -1.978603 -2.671 3.441 -0.861
N 0.991369 -1.135220 -2.854060 0.394 1.019 -1.234
C -0.323945 -0.963265 -3.425561 -0.582 0.232 -0.608
C -1.134140 -2.108078 -2.777575 -0.234 -0.025 -0.366
H -0.230069 -4.509027 0.009414 0.045 0.286 -0.355
H 0.575284 -5.398542 -2.448290 0.102 0.374 0.101
H 1.425437 -2.527596 0.776890 -0.217 0.334 -0.342
H 3.294749 -2.174999 -1.149903 -0.517 0.169 -0.201
H 2.770631 -3.937444 -3.168822 -0.377 0.229 0.147
H -1.477780 -2.856646 -3.501715 -0.312 0.255 0.208
H -0.272724 -1.105152 -4.514537 -0.164 0.193 -0.123
H 1.566423 -0.302887 -2.748481 -0.351 -0.411 0.412
H -1.908463 -1.730197 -2.101699 0.154 -0.273 -0.136
H -0.774007 0.025439 -3.229069 0.229 -0.236 0.090
C -3.065314 -0.127496 3.068436 -0.056 -0.021 0.149
C -2.731000 0.414975 1.702906 0.027 0.078 -0.390
C -3.465657 -0.019802 0.599438 -0.088 -0.212 -0.116
C -3.181944 0.445339 -0.687688 0.214 0.435 0.263
C -2.133580 1.343473 -0.866351 -0.272 -0.407 0.230
C -1.335749 1.725114 0.227703 -0.172 0.091 -0.157
N -0.279341 2.584551 -0.064713 -0.027 0.273 -0.055
C 1.006341 2.665137 0.465570 0.118 0.035 0.291
C 1.647497 3.916210 0.403947 0.098 -0.118 0.300
C 2.834490 4.119559 1.096776 0.047 -0.488 -0.069
C 3.437413 3.053852 1.784830 0.016 -0.063 -0.022
C 2.862735 1.779668 1.738759 -0.230 0.536 -0.047
C 1.645893 1.576262 1.085106 0.111 0.186 -0.072
C 1.082885 0.165925 0.989489 -0.348 -0.155 -0.572
O 1.093956 -0.510075 2.050636 0.053 -0.238 -0.416
O 0.675695 -0.153417 -0.164908 0.360 -0.121 1.098
C -1.686173 1.338767 1.541324 -0.198 -0.194 -0.536
C -0.995053 1.874694 2.754080 0.296 0.084 0.292
H -2.208094 -0.650993 3.514214 -0.094 0.153 -0.111
H -3.359292 0.669065 3.764972 0.065 -0.118 -0.080
H -3.897414 -0.836942 3.003269 0.096 0.078 -0.008
H -4.267815 -0.745831 0.763422 0.211 0.176 -0.119
H -3.765172 0.110858 -1.547494 0.108 0.081 0.229
H -1.882464 1.725028 -1.858176 0.011 -0.192 0.289
H -0.435819 3.193534 -0.859706 -0.018 -0.009 0.001
H 1.169278 4.723848 -0.155761 0.079 -0.139 0.256
H 3.286438 5.109673 1.117047 -0.011 -0.147 -0.068
H 4.363241 3.199067 2.348536 -0.226 0.059 -0.206
H 3.322687 0.920257 2.231648 -0.121 0.277 -0.118
H -0.301778 1.124460 3.162826 -0.078 0.210 -0.063
H -0.426478 2.780545 2.538454 -0.039 -0.115 -0.026
H -1.725317 2.129237 3.530352 0.024 -0.042 -0.075

---

[3]
49
Properties=species:S:1:pos:R:3:forces:R:3 method="wB97M-V/def2-TZVPD" energy_ha=-2476.58707 total_charge=+2 multiplicity=6 homo_lumo_gap_ha="0.28218 / 0.25403" e_homo_ha="-0.5452 / -0.5452" e_lumo_ev="-7.16 / -7.92"
Mn -0.702486 -0.313995 1.346872 0.272 0.070 -0.686
C 0.247149 3.418229 3.864607 -0.024 -0.009 -0.140
C 0.450968 2.355597 2.778288 0.077 -0.137 0.098
C 1.548253 1.348526 3.166869 -0.190 0.161 -0.034
C -0.866770 1.660759 2.497118 0.059 0.405 0.225
C -1.642190 1.981486 1.363524 -0.145 0.110 0.316
C -2.880449 1.374009 1.143571 0.049 -0.040 0.062
C -3.396032 0.417612 2.033642 0.140 -0.048 0.010
C -4.778511 -0.125593 1.863160 -0.082 -0.073 -0.130
C -2.607305 0.066026 3.142734 -0.043 -0.005 -0.143
C -1.377149 0.689506 3.388233 0.015 0.187 -0.066
H 1.191531 3.920259 4.068882 -0.019 0.016 0.045
H -0.118332 2.969902 4.789863 0.050 -0.005 0.022
H -0.477140 4.164344 3.537761 0.023 0.044 0.055
H 0.763262 2.861483 1.861555 -0.073 -0.027 -0.046
H 1.466193 1.040072 4.209321 -0.041 -0.062 -0.008
H 2.531879 1.795924 3.037753 0.014 -0.025 0.006
H 1.514983 0.447445 2.535462 0.140 0.009 0.004
H -1.316902 2.781847 0.710026 0.134 -0.137 -0.114
H -3.487589 1.688906 0.303096 0.058 -0.039 -0.056
H -4.893538 -0.662085 0.919876 0.030 -0.003 0.014
H -5.488764 0.702822 1.839470 -0.005 -0.012 0.033
H -5.053390 -0.789929 2.678478 0.000 -0.014 -0.007
H -2.996505 -0.645764 3.860650 0.041 -0.028 -0.002
H -0.858955 0.488960 4.318311 0.128 -0.136 -0.092
O 0.555550 -0.411780 -0.133298 -0.649 -0.262 0.862
S 1.538346 -0.111462 -1.289342 0.037 -0.218 -0.892
C 2.450902 -1.631408 -1.527451 -0.087 0.176 0.194
C 3.627058 -1.530794 -2.256980 -0.025 0.174 0.008
C 4.361335 -2.681020 -2.494850 -0.002 -0.044 -0.027
C 3.921203 -3.901616 -2.000517 0.002 0.009 0.013
C 2.746707 -3.981433 -1.262843 0.015 -0.002 -0.040
C 2.003240 -2.838221 -1.016904 -0.107 -0.010 0.050
C 0.482722 -0.105509 -2.740263 0.111 0.001 0.442
C -0.455670 -1.115483 -2.906157 -0.054 -0.078 -0.097
C -1.293776 -1.068852 -4.006742 0.028 -0.102 0.101
C -1.184987 -0.027536 -4.922810 0.064 0.060 -0.029
C -0.232161 0.965070 -4.748902 -0.028 -0.015 -0.050
C 0.611344 0.934002 -3.646675 0.124 0.136 0.098
H 3.968963 -0.572656 -2.631592 0.011 -0.017 0.003
H 5.279756 -2.621476 -3.062167 0.001 0.001 0.009
H 4.503479 -4.794867 -2.181123 -0.013 -0.002 -0.015
H 2.406216 -4.935531 -0.884651 0.023 0.006 0.033
H 1.096904 -2.889196 -0.428301 -0.008 -0.016 -0.024
H -0.516538 -1.937314 -2.203917 -0.004 -0.012 -0.007
H -2.016745 -1.859183 -4.158154 -0.023 0.036 -0.023
H -1.839899 0.003259 -5.783025 0.000 -0.011 0.001
H -0.142154 1.768454 -5.466974 -0.004 -0.011 -0.005
H 1.355990 1.708205 -3.505483 -0.020 -0.001 0.029

---

[4]
63
Properties=species:S:1:pos:R:3:forces:R:3 method="wB97M-V/def2-TZVPD" energy_ha=-2972.10603 total_charge=+2 multiplicity=1 relative_energy_kcal_mol=8.35 homo_lumo_gap_ha=0.20503 e_homo_ha=-0.4608 e_lumo_ev=-6.96
Tl -0.533991 0.933117 -1.558942 0.183 -0.478 0.827
C -0.632561 -0.499224 3.767449 0.028 0.000 -0.044
N -0.947915 0.845915 3.286367 0.014 0.004 0.132
C -1.065982 1.973815 4.079512 -0.034 -0.102 0.005
C -1.359519 3.000700 3.271404 0.032 0.025 -0.082
N -1.424532 2.496790 1.967441 0.004 0.096 0.052
C -1.164496 1.161047 2.000690 -0.074 -0.079 -0.132
S -1.187092 -0.052965 0.798254 -0.062 0.048 0.072
C -1.667948 3.355817 0.855381 0.061 -0.164 0.077
C -2.532546 4.426660 1.018560 -0.074 0.027 0.031
C -2.621778 5.359658 0.000927 0.000 0.011 -0.020
C -1.854629 5.189089 -1.142557 -0.030 -0.018 -0.044
C -1.077178 4.053111 -1.235670 -0.106 -0.007 0.122
N -0.982076 3.137306 -0.257443 -0.031 0.175 -0.325
H -0.693085 -0.496843 4.851327 0.011 0.029 0.004
H 0.368602 -0.786519 3.448056 0.002 0.020 -0.014
H -1.346088 -1.211978 3.361758 -0.037 0.019 0.026
H -0.930392 1.941447 5.146030 0.023 -0.016 -0.015
H -1.488117 4.045203 3.487629 0.007 -0.009 -0.019
H -3.130252 4.521958 1.913875 0.039 0.011 0.015
H -3.283200 6.209805 0.100187 0.007 -0.004 0.008
H -1.878498 5.903868 -1.952581 -0.002 -0.005 0.006
H -0.491290 3.860471 -2.129250 -0.032 0.009 -0.012
C -1.544524 -3.790230 -4.095030 0.002 0.072 -0.073
C -2.368805 -2.735728 -3.462871 0.044 0.053 0.043
N -3.568363 -2.879631 -2.996948 -0.055 0.119 0.045
N -3.917695 -1.651248 -2.513979 -0.042 -0.137 -0.058
C -2.966907 -0.747059 -2.667453 0.116 -0.020 -0.089
S -2.989646 0.905055 -2.225890 0.322 0.326 -0.143
N -1.965895 -1.413996 -3.283410 -0.018 -0.153 -0.104
N -0.746041 -0.825028 -3.584311 0.036 0.087 -0.136
H -1.992223 -4.754776 -3.871666 0.006 -0.004 -0.007
H -0.522036 -3.764755 -3.722037 -0.020 -0.027 0.058
H -1.526937 -3.659441 -5.178636 -0.008 0.015 0.005
H -4.838997 -1.508625 -2.128895 0.002 -0.009 0.052
H -0.001461 -1.494055 -3.341879 -0.043 0.013 0.107
H -0.718949 -0.547029 -4.561034 -0.041 -0.034 -0.035
N 2.130125 -4.029987 4.109611 -0.052 0.131 -0.048
C 2.054626 -3.577929 2.824783 -0.008 0.034 0.131
C 3.144091 -2.912808 2.239126 0.070 0.016 -0.029
C 3.062641 -2.431329 0.951883 -0.064 -0.094 -0.061
C 1.880948 -2.598862 0.228640 0.068 0.035 0.144
C 0.784061 -3.238738 0.799426 0.054 -0.015 -0.047
C 0.873288 -3.733075 2.082263 -0.049 -0.018 0.001
S 1.781268 -1.940166 -1.369172 -0.155 -0.067 0.161
O 0.623187 -2.535624 -2.022463 0.006 -0.008 0.044
O 3.046466 -1.987876 -2.023247 -0.020 0.011 -0.044
N 1.308045 -0.372459 -1.182411 0.114 0.354 -0.454
C 2.176955 0.659529 -1.085084 0.241 -0.160 0.069
N 3.441109 0.559224 -0.667084 0.008 -0.033 -0.079
C 4.154643 1.672408 -0.657630 -0.029 0.002 0.018
C 3.641511 2.928188 -1.001872 0.041 -0.108 0.006
C 2.323451 2.962264 -1.371471 -0.103 0.014 0.004
N 1.601384 1.834674 -1.422208 -0.407 0.135 -0.203
H 3.009975 -4.028070 4.592181 0.031 -0.058 -0.009
H 1.409853 -4.621972 4.480672 0.026 -0.068 -0.021
H 4.064752 -2.803241 2.799148 -0.013 0.005 -0.007
H 3.905658 -1.939153 0.485665 0.015 -0.001 0.033
H -0.122351 -3.366038 0.222951 0.004 -0.039 0.019
H 0.038075 -4.268166 2.518417 -0.007 0.024 -0.014
H 5.189272 1.562976 -0.351726 -0.013 0.038 0.036
H 4.243654 3.822726 -0.973011 0.018 -0.018 -0.023
H 1.826354 3.881802 -1.651756 -0.003 -0.005 0.042